DFT (wB97M-V/def2-TZVPD) results for a structure of composition C33H50BiN3OS6SeSiTe.

Last column: Mulliken spin population.
Positions of all 97 atoms, in Å:
S  0.869  -4.185  -0.883  0.941
H  1.473  -0.379  5.969  0.000
H  -5.380  0.423  3.685  0.000
H  -2.602  -3.528  0.500  0.000
H  -1.545  -5.443  -4.294  -0.001
C  2.479  5.559  -2.207  0.000
C  2.472  7.222  0.393  0.000
C  -3.596  0.072  2.542  0.000
S  1.171  -1.318  2.385  -0.002
C  -0.207  6.670  -0.998  0.000
C  2.610  -2.456  0.168  0.077
H  6.027  -1.300  -0.007  0.000
C  -2.938  0.692  0.290  0.001
C  -3.561  0.983  1.500  0.000
C  -4.053  -4.315  -2.364  0.006
H  -0.459  -3.005  -4.942  -0.005
C  5.418  0.082  1.533  -0.001
H  -0.730  6.023  -1.706  0.000
H  0.202  -2.294  -3.479  -0.009
H  3.240  -2.418  2.225  -0.001
H  -0.581  2.411  -4.566  0.000
H  3.505  0.877  5.606  0.000
H  1.315  -2.438  4.514  0.000
Se  1.206  4.219  0.804  0.001
H  -4.486  -2.248  -0.200  0.000
C  3.152  2.172  -2.521  0.000
S  1.542  1.331  4.294  0.000
H  5.127  -2.066  1.304  0.000
C  -4.466  -2.123  -1.284  0.000
H  -3.542  -7.316  -2.788  0.000
H  -4.138  2.065  -0.825  0.000
N  0.458  -1.395  -0.557  0.013
S  3.767  2.300  -3.988  0.000
C  -2.178  -2.781  -2.259  -0.051
C  -3.518  -3.092  -1.961  0.002
H  -1.712  -3.350  2.017  0.001
H  3.279  2.601  5.228  0.000
C  -2.272  -0.539  0.137  -0.001
C  -3.017  -1.170  2.337  0.000
H  2.387  8.238  -0.007  0.000
H  0.048  -0.346  4.911  0.000
H  1.887  -2.293  -1.826  0.016
C  -0.370  2.305  -2.450  0.001
H  -5.476  -2.285  -1.663  0.000
H  2.082  7.215  1.414  0.000
H  5.223  2.038  4.020  0.000
S  3.702  -1.079  -0.364  0.010
C  -2.359  -1.503  1.156  0.003
H  -4.074  -0.333  4.602  0.000
H  -0.776  6.688  -0.067  0.000
C  -3.106  1.708  -0.815  0.001
C  1.699  -1.491  4.123  0.000
H  -3.994  1.389  4.195  0.000
H  -2.452  2.568  -0.668  0.000
H  2.507  6.407  -2.900  0.000
C  -0.235  -3.200  -3.890  0.076
Si  1.513  5.983  -0.669  0.000
H  1.902  -3.529  1.872  -0.028
H  -1.103  0.840  -3.908  0.001
H  -4.040  1.952  1.616  0.000
H  3.531  6.958  0.437  0.000
C  2.312  -2.534  1.667  0.006
H  -3.594  -6.877  -4.493  0.000
H  3.155  -3.366  -0.078  0.013
C  5.196  -1.171  0.685  0.002
H  0.519  -3.987  -3.850  -0.018
H  3.924  2.081  2.816  0.000
H  -4.992  -6.556  -3.449  0.000
H  -2.880  1.285  -1.789  0.000
C  1.139  -0.328  4.931  0.000
H  -3.075  -1.922  3.119  0.000
O  0.021  3.478  -2.364  0.000
H  -0.940  -2.968  0.470  0.024
C  -3.335  -5.213  -3.139  -0.006
S  4.723  -0.147  3.197  0.000
H  -2.116  2.287  -3.705  0.000
C  -4.298  0.405  3.832  0.000
H  -4.191  -1.093  -1.499  0.000
H  4.950  0.955  1.080  0.000
C  1.412  -2.410  -0.832  -0.080
H  -5.070  -4.563  -2.069  0.000
H  3.504  5.264  -1.972  0.000
C  -1.090  1.914  -3.741  -0.001
C  -3.902  -6.563  -3.495  0.000
H  2.785  -1.497  4.163  0.000
Bi  1.188  1.693  0.046  -0.001
C  4.304  1.550  3.689  0.000
N  -0.235  1.369  -1.493  -0.002
N  2.739  2.079  -1.423  0.000
Te  -1.093  -0.862  -1.629  -0.008
C  3.273  1.593  4.814  0.000
H  -0.167  7.685  -1.406  0.000
C  -1.867  -2.915  1.028  -0.024
C  -2.089  -4.813  -3.593  0.003
H  1.992  4.720  -2.702  0.000
H  6.487  0.267  1.647  0.000
C  -1.517  -3.611  -3.185  0.039

Computed properties:
net charge: -1
ΔE to the lowest compared entry with this formula, charge and spin: 72.0 kcal per mole
2S+1: 2

DFT (wB97M-V/def2-TZVPD) results for a structure of composition C33H51AsCl3GeN3O2Si3Ta in a non-equilibrium geometry.

Last column: Mulliken spin population.
Positions of all 98 atoms, in Å:
C  -0.984  -3.550  -0.324  0.001
H  0.673  4.986  1.395  0.000
As  -1.327  3.595  0.892  0.000
Cl  -2.750  -1.272  -3.143  0.000
H  5.474  -2.001  2.853  -0.001
C  3.462  -1.489  -1.824  0.009
H  -1.666  4.854  3.029  0.000
C  2.485  -3.829  2.908  0.006
H  3.791  -2.224  -2.566  0.000
Cl  -2.156  2.032  -3.560  0.001
H  5.535  0.084  1.812  -0.002
C  -0.927  -1.193  2.571  -0.024
H  -1.651  -6.506  -1.837  0.000
N  -0.832  -1.640  1.168  -0.054
H  3.165  2.700  2.201  0.000
H  5.621  -3.344  -0.654  0.003
H  -5.755  0.984  3.341  0.000
C  -1.109  -2.879  0.936  -0.004
H  5.448  1.704  1.138  0.005
H  -1.238  2.220  2.857  0.000
H  4.838  -0.783  3.971  0.001
H  5.329  -3.468  1.076  0.000
C  -3.069  0.520  0.625  0.001
H  4.830  -2.482  4.420  0.003
H  0.815  -1.611  4.260  0.001
H  5.903  -1.944  0.379  0.000
C  1.791  3.188  -2.546  0.000
C  5.111  0.673  0.997  0.062
H  2.998  1.427  3.400  -0.002
Si  3.467  -2.352  -0.161  -0.064
H  1.842  -0.163  4.315  -0.001
H  5.530  0.291  0.064  0.002
H  3.207  -4.444  2.369  0.000
C  3.501  2.270  -1.169  -0.005
Ta  -0.234  -0.029  -0.313  0.138
H  -0.531  -5.341  -3.702  0.000
Cl  0.337  -0.195  -4.299  0.001
H  1.169  3.362  0.856  0.000
H  -1.774  4.194  -1.492  0.000
C  -2.201  4.811  2.083  0.000
N  1.289  1.457  -0.950  0.011
C  -5.258  0.059  1.465  0.000
H  -0.149  0.573  3.584  -0.003
H  -0.130  2.396  -2.156  0.000
C  0.488  4.193  0.674  0.000
H  -1.451  -3.490  1.772  0.001
H  4.533  2.252  -0.857  0.001
H  2.486  -1.124  -2.163  -0.007
H  2.445  -4.196  3.938  0.000
O  0.119  -1.661  -1.192  0.036
H  -3.557  2.088  3.578  0.000
C  -0.048  0.040  2.637  0.004
C  -1.447  -4.863  -0.489  0.002
H  1.417  3.847  -3.317  0.000
H  4.173  -0.659  -1.868  -0.001
C  3.128  3.128  -2.193  -0.001
H  2.271  -1.595  5.235  0.000
H  -1.935  -5.366  0.337  0.000
Si  3.243  0.558  1.071  -0.084
C  -1.285  -5.498  -1.700  0.001
C  -2.796  1.319  1.722  0.001
Si  2.938  -2.019  2.960  -0.036
H  -3.225  4.482  2.241  0.000
H  0.328  -3.024  -3.416  0.000
C  -4.293  -0.112  0.482  0.000
H  0.630  4.576  -0.335  0.000
H  3.138  -4.782  0.068  0.000
H  0.995  -0.275  2.565  0.045
C  2.828  -1.233  1.235  0.850
C  -0.163  -3.548  -2.607  -0.001
C  1.848  -1.254  4.285  0.006
H  3.866  3.749  -2.685  0.000
C  2.512  -3.960  -0.287  0.020
C  4.691  -1.794  3.580  0.046
H  -4.472  -0.716  -0.398  0.000
C  5.244  -2.799  0.218  0.044
O  -2.132  0.405  -0.366  0.003
H  1.585  -3.989  0.286  -0.005
H  1.502  -3.999  2.460  -0.003
C  -0.340  -2.926  -1.387  0.007
H  2.271  -4.165  -1.332  0.001
Ge  -1.229  0.213  -2.824  0.003
H  -2.203  5.797  1.620  0.000
N  -0.371  0.912  1.487  -0.041
H  -2.474  2.597  -1.123  0.000
H  -0.559  -1.971  3.243  0.001
C  -3.772  1.487  2.700  0.001
C  -2.320  3.611  -0.752  0.000
H  -1.966  -0.976  2.820  0.001
C  -1.402  1.872  1.832  0.000
C  -5.002  0.860  2.574  0.000
C  0.919  2.344  -1.901  0.001
H  -6.217  -0.431  1.362  0.000
C  2.678  1.741  2.405  0.008
H  1.597  1.905  2.418  -0.004
C  2.587  1.432  -0.535  0.011
C  -0.649  -4.837  -2.752  0.001
H  -3.279  4.081  -0.549  0.000

Computed properties:
net charge: +2
ΔE to the lowest compared entry with this formula, charge and spin: 18.3 kcal per mole
2S+1: 2

DFT (wB97M-V/def2-TZVPD) results for a structure of composition C33H51Br39N5O4S in a non-equilibrium geometry.

Last column: Mulliken charge in e.
Positions of all 133 atoms, in Å:
Br  -2.069  -5.308  0.718  -0.035
C  4.485  -0.552  -0.441  0.605
Br  4.147  1.738  -3.440  0.243
Br  -9.720  -2.444  0.517  0.016
C  -5.740  2.248  -0.081  -0.423
H  -7.291  3.217  -1.183  0.404
C  -2.322  5.020  -2.980  -0.342
Br  1.318  2.961  -3.802  0.098
H  -0.125  -0.351  -0.827  0.469
Br  -4.851  -4.962  -0.786  0.192
Br  10.062  -3.486  0.633  0.059
H  -2.539  -1.428  -0.383  0.273
Br  -5.703  -8.429  -0.173  -0.013
H  7.334  5.059  -0.795  0.440
H  -3.419  -6.946  -0.528  0.107
H  1.955  -0.975  -0.797  0.603
H  7.856  2.876  -0.235  0.129
Br  3.198  4.346  1.326  0.137
O  9.065  4.886  1.993  -0.631
Br  12.816  -2.987  2.580  -0.063
H  -9.405  4.200  1.421  0.241
Br  -10.007  -3.207  -5.395  -0.031
H  6.126  5.196  0.461  0.333
O  -7.694  3.260  0.845  -0.310
C  5.552  -2.550  4.307  -0.433
Br  -7.723  -2.548  2.992  -0.007
H  5.383  0.853  1.502  0.395
Br  -8.803  -0.603  -4.019  0.012
H  7.660  3.142  1.465  0.576
C  5.860  2.637  0.409  -0.120
C  -3.187  -5.912  -0.729  -0.234
Br  -8.836  -8.772  0.202  -0.003
H  -4.307  1.379  -1.371  0.189
H  -8.367  5.139  0.333  0.287
H  5.583  -3.617  4.475  0.418
C  -5.279  1.105  -0.987  -0.640
C  -8.360  1.363  5.624  -0.193
C  -2.623  -0.389  -0.104  -0.522
H  6.504  0.238  -4.644  0.270
H  9.350  -3.643  -1.726  0.449
H  -5.160  3.121  -0.343  0.045
C  5.341  -0.702  -2.375  -0.476
H  -8.504  1.984  4.752  0.220
C  3.688  -7.211  0.119  -0.360
C  -9.127  -1.562  2.119  -0.416
C  7.110  4.815  0.232  -0.883
H  -5.111  -1.040  -1.017  0.410
H  -7.015  -8.950  1.856  0.343
Br  7.356  -4.555  -0.664  0.026
H  3.979  -1.563  1.297  -0.134
Br  -12.930  -1.478  -2.855  -0.007
C  3.543  -0.792  0.673  0.156
H  1.395  0.284  1.727  0.460
Br  1.225  3.631  3.719  -0.017
H  -3.948  0.699  1.170  0.381
Br  -8.626  0.267  1.788  0.111
N  6.486  -0.767  -4.535  -0.747
Br  6.379  -1.703  5.813  -0.004
H  2.013  -2.224  0.391  0.372
H  14.532  -1.372  1.847  0.336
H  -5.915  1.012  -1.861  0.506
Br  -6.706  0.420  5.377  -0.006
H  -2.285  4.902  -4.053  0.409
Br  12.918  0.176  2.889  0.005
C  1.003  -0.452  1.038  -0.476
H  -5.598  1.998  0.963  0.402
Br  -8.300  2.525  7.152  -0.039
Br  0.135  5.184  1.142  0.063
Br  2.864  1.774  -6.363  -0.020
H  5.234  3.028  1.202  0.003
Br  -7.300  -6.497  1.803  -0.005
Br  4.058  -5.531  -0.746  -0.031
Br  -9.851  0.150  5.707  -0.019
C  1.627  4.878  2.317  -0.447
H  -1.434  -0.707  1.612  0.223
H  8.459  2.606  -2.918  0.612
C  -8.755  4.152  0.561  -0.815
H  6.996  0.883  0.929  0.486
Br  -8.112  -3.473  -2.850  0.001
Br  3.308  -6.958  1.986  -0.005
C  8.830  -3.343  -0.829  -0.482
C  -13.103  -0.242  -1.390  -0.388
C  -5.159  -0.231  -0.294  -0.208
Br  5.107  -8.474  -0.161  -0.010
C  5.978  1.122  0.652  -1.382
Br  -1.538  3.441  -2.207  -0.045
H  -4.063  -1.078  1.318  0.431
Br  -4.166  5.202  -2.485  -0.013
C  -7.203  2.590  -0.297  -0.621
Br  12.951  -1.105  -0.019  -0.020
Br  6.528  -2.208  2.680  0.064
C  -1.485  0.023  0.811  -0.696
H  0.130  1.179  -0.024  0.181
Br  3.700  -2.052  4.133  -0.011
Br  -1.301  6.588  -2.539  -0.026
C  7.205  3.324  0.501  -0.673
N  5.518  0.283  -0.443  0.185
Br  -11.451  0.660  -0.995  0.055
H  5.334  2.838  -0.519  0.564
H  3.430  3.643  -4.853  0.376
H  -2.638  0.196  -1.016  0.409
C  13.454  -1.329  1.824  -0.293
N  5.492  -1.132  -3.628  0.243
C  -7.191  -8.260  1.045  -0.333
H  7.387  -1.112  -4.233  0.292
Br  -2.264  -5.851  -2.415  -0.031
C  7.858  1.837  -2.518  -0.480
C  -0.102  0.129  0.146  -0.721
Br  -13.826  -1.095  0.173  -0.009
S  8.226  5.764  1.255  1.276
H  -13.810  0.511  -1.700  0.357
H  -9.964  -1.528  2.801  0.373
H  -7.761  1.672  -0.486  0.274
H  -9.330  3.818  -0.298  0.345
H  8.660  7.319  -0.083  0.368
C  -3.951  -0.243  0.636  -0.828
H  -1.744  0.975  1.249  0.424
H  0.505  -1.224  1.607  0.354
H  3.527  0.098  1.288  0.348
O  7.462  6.713  1.997  -0.641
H  -6.049  -0.387  0.301  -0.186
H  4.807  -1.793  -3.949  0.219
H  -10.287  -2.345  -3.102  -0.168
C  7.137  0.976  -2.055  -0.217
N  6.101  0.215  -1.709  0.904
O  9.148  6.552  0.246  -0.506
H  2.798  -7.615  -0.339  0.364
C  -9.426  -2.402  -3.751  0.138
H  1.857  5.820  2.792  0.361
N  4.374  -1.174  -1.608  -0.695
C  2.121  -1.167  0.252  -1.367
Br  8.337  -1.475  -1.069  0.029
C  2.993  2.672  -4.673  -0.493

Computed properties:
energy: -2793166.90313 eV
net charge: +1
2S+1: 1

DFT (wB97M-V/def2-TZVPD) results for a structure of composition C33H51Cl2F6IN2O11P2 in a non-equilibrium geometry.

Last column: Mulliken charge in e.
Positions of all 108 atoms, in Å:
H  -1.421  1.157  2.725  0.633
H  1.769  2.137  6.129  0.171
C  2.266  3.293  4.168  -0.176
C  2.655  0.133  -2.794  0.979
H  4.367  -1.087  2.022  0.178
H  -7.608  3.184  5.149  0.168
H  3.439  -1.724  3.621  0.188
C  0.863  -1.245  -0.857  0.013
C  -0.567  1.645  -0.237  1.584
H  -0.855  3.073  1.657  -0.095
O  0.265  0.079  4.424  -0.552
C  -3.415  -7.226  -6.126  -0.712
N  0.636  -0.017  1.502  0.647
H  2.831  3.472  1.854  0.113
H  -0.345  5.302  0.152  0.407
H  -4.555  -0.839  1.808  0.166
H  2.529  4.429  4.337  0.439
C  2.962  2.770  2.780  -0.774
H  -2.656  1.323  -1.355  0.252
C  -2.307  -4.110  0.220  -0.797
H  2.863  0.630  3.431  -0.293
H  3.484  0.876  1.680  -0.298
H  -2.919  -2.128  1.165  -0.141
H  -1.137  -4.175  0.243  0.167
H  -4.041  -7.932  -6.660  0.352
H  0.697  -0.277  5.256  0.313
H  4.344  -3.581  0.211  0.352
H  0.648  1.765  2.493  -0.203
C  -7.230  2.228  5.549  -0.705
C  -1.983  -1.635  -0.979  -0.929
C  -2.086  -5.373  -4.563  -0.443
O  -0.327  -5.457  -6.088  -0.707
C  3.673  0.934  -1.858  0.341
C  -1.877  0.476  1.855  -0.586
H  -1.176  1.085  -2.480  0.212
C  4.191  3.472  -2.835  0.177
Cl  -4.607  -2.767  -0.678  -0.076
C  -2.245  -6.856  -6.675  0.360
O  -1.746  -7.224  -7.782  -0.793
H  1.085  4.336  0.896  0.071
F  3.074  1.846  -0.832  0.029
H  3.357  3.209  6.213  0.293
O  -3.799  -5.306  -2.953  -0.600
H  -4.643  -0.013  0.016  0.157
F  2.300  1.071  -3.929  -0.314
H  -2.671  -4.488  1.292  0.297
O  2.483  6.203  -5.355  -0.640
H  -1.485  -4.628  -4.054  0.332
F  5.941  2.002  -1.798  -0.296
C  3.159  -3.588  0.075  -0.867
O  0.436  -0.739  -3.266  -0.549
H  0.468  5.198  -2.057  0.422
C  0.267  4.279  0.060  -0.527
C  -1.551  1.660  -1.537  -1.076
H  -1.624  2.800  -1.894  0.459
P  0.563  -0.910  3.027  -0.013
H  -6.395  2.585  6.176  0.103
H  4.193  4.826  -1.263  0.385
H  -5.531  0.749  1.494  0.493
F  4.611  -0.083  -1.243  -0.349
C  4.728  1.931  -2.699  0.780
H  2.958  -3.202  -1.011  0.275
C  -4.551  0.145  1.177  -0.539
C  3.847  -1.991  2.553  -0.823
H  0.541  1.603  -0.651  -1.246
H  -1.226  -2.065  3.785  0.379
C  -0.671  -1.097  -0.195  -0.941
O  4.836  4.525  -1.981  -0.462
F  3.443  -0.963  -3.477  -0.328
H  2.195  5.899  -6.229  0.306
I  -3.916  2.309  3.259  0.139
H  0.613  3.322  -2.105  0.139
H  2.560  -0.420  0.220  -1.256
H  -2.726  -0.846  -1.397  0.442
C  -3.262  -5.734  -4.021  0.825
O  3.224  3.909  -3.657  -0.503
C  -2.889  -2.562  0.086  0.438
C  2.599  1.166  2.429  0.611
H  4.137  2.742  2.992  0.419
N  1.238  1.146  1.904  0.445
H  -2.196  -0.525  2.420  -0.211
H  -1.853  3.507  0.141  0.533
Cl  -1.605  -2.960  -2.280  0.051
H  -7.988  2.015  6.321  0.283
H  3.376  1.537  5.344  0.249
C  -3.288  1.150  1.445  -0.683
H  -3.295  1.955  0.609  0.243
C  1.575  -0.875  0.617  1.598
H  -2.811  -4.860  -0.549  0.331
F  5.220  1.323  -3.960  -0.276
C  1.314  -0.565  -2.228  -1.139
C  0.872  4.252  -1.450  0.058
O  -0.452  -2.263  3.150  -0.475
H  4.593  -2.910  2.633  0.395
H  0.910  -2.421  -1.073  1.237
O  -5.061  -7.326  -4.480  -0.719
P  2.326  -2.479  1.437  0.059
H  2.853  -4.734  0.207  0.337
C  -0.700  0.301  0.743  0.898
C  -4.001  -6.797  -4.829  0.282
C  2.711  2.483  5.522  -0.884
H  2.841  5.406  -4.936  0.405
O  -6.966  1.266  4.677  -0.806
H  2.045  4.449  -1.352  -0.705
H  1.083  3.191  4.094  0.033
C  -1.457  -5.873  -5.814  0.467
H  -0.562  -1.978  0.615  -0.056
C  -0.778  3.095  0.466  -0.348

Computed properties:
energy: -128554.91971 eV
net charge: -2
2S+1: 1